No. 1
{"formula": "C41H39Br2Cl3GeN6O5SW", "method": "the ωB97M-V functional and the def2-TZVPD basis", "total_charge": 1, "e_lumo_ev": [-4.521, -5.452], "spin_multiplicity": 2, "gap_ha": [0.2305, 0.1985], "energy_ev": -309154.769, "molar_mass_g_mol": 1250.5, "elements": ["W", "Br", "C", "C", "C", "C", "C", "C", "N", "N", "C", "C", "C", "C", "O", "C", "N", "C", "C", "C", "C", "H", "H", "H", "H", "H", "H", "H", "H", "H", "C", "C", "C", "C", "C", "C", "C", "S", "O", "O", "N", "C", "C", "O", "O", "H", "H", "H", "H", "H", "H", "H", "H", "H", "C", "C", "C", "C", "C", "C", "C", "C", "C", "C", "C", "C", "N", "H", "H", "H", "H", "H", "H", "H", "H", "H", "H", "H", "H", "H", "H", "H", "H", "H", "Br", "C", "C", "C", "C", "C", "N", "H", "H", "H", "H", "Cl", "Ge", "Cl", "Cl"], "positions_angstrom": [[-0.665035, 0.331107, -1.109036], [-5.021327, -1.178233, 5.387262], [-3.665531, 0.115337, 5.578477], [-3.978983, 1.381325, 6.045030], [-2.964002, 2.319650, 6.165569], [-1.672215, 2.010986, 5.766696], [-1.352294, 0.724158, 5.353788], [-2.357646, -0.226190, 5.265668], [-0.727036, 3.097675, 5.912227], [0.119303, 3.384838, 5.050917], [0.179591, 2.737374, 3.756919], [1.404956, 2.252244, 3.389216], [1.607647, 1.627528, 2.142173], [0.547328, 1.520024, 1.300922], [0.634609, 0.939685, 0.077931], [-0.708954, 2.048250, 1.630631], [-1.678384, 1.867217, 0.705278], [-2.876228, 2.331713, 0.956253], [-3.162145, 3.087068, 2.113908], [-2.181675, 3.304563, 3.033019], [-0.906065, 2.718431, 2.839757], [-4.994990, 1.626861, 6.324333], [-3.169605, 3.311472, 6.552849], [-0.332848, 0.457262, 5.103564], [-2.138268, -1.238922, 4.955302], [2.229257, 2.348206, 4.084323], [2.577386, 1.241665, 1.861063], [-3.639695, 2.157893, 0.209233], [-4.153725, 3.499850, 2.238921], [-2.372753, 3.916038, 3.903074], [3.934592, -1.374624, 4.996590], [2.882659, -1.516436, 3.929759], [1.543468, -1.722145, 4.264767], [0.580084, -1.867349, 3.283070], [0.949342, -1.776565, 1.948249], [2.275877, -1.590632, 1.584369], [3.231455, -1.466547, 2.580588], [-0.282712, -1.996424, 0.725589], [-0.907818, -3.268914, 0.945163], [0.406032, -1.765095, -0.559864], [-1.292721, -0.760956, 0.747395], [-2.717252, -1.017748, 0.869422], [-3.405918, -0.572505, -0.402599], [-4.520790, -0.789023, -0.712735], [-2.557708, 0.128268, -1.237783], [3.502528, -1.445454, 5.993922], [4.447483, -0.413798, 4.916418], [4.690801, -2.155356, 4.896681], [1.258121, -1.788301, 5.308985], [-0.452577, -2.064248, 3.550133], [2.551479, -1.543394, 0.537826], [4.272437, -1.327586, 2.303445], [-3.157167, -0.460725, 1.698822], [-2.942129, -2.071222, 1.016572], [2.345558, 2.643925, -1.853584], [2.451280, 2.674699, -3.370246], [3.927484, 2.898366, -3.750249], [1.957721, 1.439687, -4.107201], [2.114573, 1.390176, -5.476943], [1.904223, 0.223249, -6.208576], [1.663327, -1.003047, -5.567024], [1.476235, -1.033945, -4.217682], [1.408330, -2.279725, -3.386294], [2.664836, -2.325127, -2.500312], [1.267528, -3.559053, -4.198380], [1.353635, 0.250897, -3.525216], [0.529055, 0.261402, -2.494089], [3.044609, 3.369245, -1.433655], [2.600369, 1.665589, -1.446774], [1.362147, 2.916223, -1.498371], [1.869928, 3.520048, -3.750419], [4.547309, 2.081986, -3.366941], [4.274945, 3.828566, -3.298901], [4.089094, 2.967331, -4.825125], [2.429645, 2.286898, -5.995751], [2.015420, 0.247305, -7.286798], [1.663799, -1.919332, -6.144138], [0.543835, -2.183472, -2.740553], [3.567525, -2.338869, -3.118655], [2.656365, -3.230538, -1.890564], [2.718213, -1.470648, -1.827189], [2.111555, -3.704606, -4.878767], [0.344940, -3.573218, -4.785929], [1.243592, -4.415147, -3.522302], [-2.184710, -0.007450, -4.385394], [-2.402899, -1.774438, -3.731592], [-3.189928, -2.633280, -4.480853], [-3.324108, -3.933752, -4.030176], [-2.666587, -4.315896, -2.872140], [-1.907115, -3.376101, -2.202301], [-1.781388, -2.107622, -2.614853], [-3.677677, -2.284098, -5.381001], [-3.933601, -4.638120, -4.581485], [-2.737402, -5.323673, -2.484942], [-1.380945, -3.639555, -1.297690], [-0.529734, 4.371433, -0.909924], [-1.289945, 2.713487, -2.050535], [-3.408256, 3.077039, -2.245894], [-0.602971, 3.154839, -4.044691]], "forces_ev_per_angstrom": [[0.236, -0.038, 1.857], [-0.063, -0.050, -0.009], [0.058, 0.024, 0.011], [0.059, 0.092, 0.030], [-0.216, 0.005, 0.003], [0.192, 0.394, -0.036], [0.058, -0.019, -0.099], [0.043, -0.024, -0.023], [0.323, -0.231, -0.287], [-0.566, -0.160, -0.015], [0.034, 0.174, 0.415], [0.180, -0.122, -0.114], [0.175, 0.135, 0.265], [-0.084, -0.216, -0.277], [0.367, 0.461, -0.338], [-0.041, 0.038, -0.069], [0.010, -0.184, -0.100], [-0.090, 0.152, 0.045], [-0.113, -0.028, -0.182], [0.117, -0.052, 0.153], [-0.163, 0.076, 0.166], [0.038, -0.009, -0.010], [0.004, -0.060, -0.018], [-0.018, 0.027, -0.016], [0.037, 0.012, 0.006], [-0.011, -0.008, -0.003], [-0.035, 0.000, 0.016], [-0.026, -0.028, -0.002], [0.029, -0.013, -0.004], [0.003, -0.007, 0.040], [-0.023, 0.005, -0.024], [0.025, -0.003, 0.023], [0.030, 0.011, 0.022], [-0.068, 0.045, 0.026], [0.048, 0.000, 0.147], [-0.017, 0.026, 0.010], [0.066, 0.013, -0.003], [-0.009, -0.169, -0.097], [-0.073, 0.054, -0.028], [0.155, -0.091, -0.083], [-0.023, -0.245, -0.539], [0.161, 0.114, 0.099], [0.756, 0.108, -0.248], [-0.754, -0.052, -0.070], [-0.203, -0.027, -0.354], [0.008, -0.003, -0.032], [-0.019, -0.030, -0.014], [-0.022, 0.021, 0.004], [0.020, -0.007, -0.036], [0.046, 0.034, -0.028], [-0.034, -0.013, 0.071], [-0.077, -0.017, 0.029], [-0.025, 0.048, 0.057], [-0.011, -0.121, 0.056], [0.129, -0.105, -0.005], [0.164, -0.050, -0.147], [0.069, -0.058, 0.009], [-0.060, -0.073, 0.061], [0.026, -0.003, -0.021], [-0.016, -0.029, -0.049], [0.170, -0.025, -0.152], [-0.069, 0.131, 0.039], [0.061, -0.050, -0.168], [0.073, -0.154, -0.098], [-0.011, -0.031, -0.057], [-0.328, -0.318, -0.076], [-0.058, 0.425, 0.283], [-0.067, 0.011, 0.006], [0.073, -0.070, 0.010], [-0.009, -0.083, 0.056], [0.179, -0.044, 0.048], [-0.026, 0.054, -0.023], [-0.008, -0.033, -0.019], [-0.011, 0.003, 0.046], [-0.013, -0.043, -0.008], [0.006, 0.004, 0.069], [-0.011, 0.068, 0.038], [-0.037, -0.033, 0.128], [-0.042, -0.012, 0.043], [-0.025, 0.039, -0.009], [-0.019, 0.076, -0.020], [-0.037, -0.017, 0.049], [0.050, 0.045, 0.021], [-0.006, 0.018, -0.024], [0.012, 0.038, -0.047], [-0.053, -0.073, -0.043], [-0.053, -0.026, -0.052], [-0.067, -0.033, -0.067], [0.020, -0.054, 0.048], [-0.042, 0.051, -0.009], [0.088, 0.150, -0.195], [0.036, -0.030, 0.057], [0.010, 0.008, 0.013], [-0.003, 0.044, -0.027], [0.053, -0.011, 0.079], [-0.111, 0.275, 0.191], [-0.315, -0.092, -0.189], [0.077, 0.002, 0.028], [-0.295, 0.067, -0.211]], "lowdin_spin": [0.0773, 0.0000, 0.0001, 0.0000, 0.0001, 0.0001, 0.0001, 0.0000, 0.0008, 0.0009, 0.0037, -0.0008, 0.0039, 0.0006, 0.0252, 0.0012, -0.0002, 0.0012, -0.0006, 0.0011, -0.0003, 0.0000, 0.0000, 0.0000, 0.0000, -0.0001, 0.0002, 0.0001, -0.0001, 0.0001, 0.0000, 0.0000, 0.0000, 0.0000, 0.0000, 0.0001, 0.0000, 0.0008, 0.0027, 0.0120, 0.0059, 0.0002, 0.0006, 0.0016, 0.0181, 0.0000, 0.0000, 0.0000, 0.0000, 0.0000, 0.0000, 0.0000, 0.0000, 0.0000, -0.0002, 0.0145, 0.0052, 0.1322, 0.0037, 0.1999, 0.0038, 0.1121, 0.0146, 0.0094, -0.0001, 0.1473, 0.1746, -0.0001, -0.0003, 0.0000, 0.0048, 0.0001, 0.0002, -0.0003, -0.0023, 0.0102, -0.0029, 0.0051, 0.0001, 0.0013, 0.0004, 0.0001, -0.0001, 0.0000, 0.0070, 0.0003, 0.0002, 0.0001, 0.0000, 0.0002, 0.0015, 0.0000, 0.0000, 0.0000, 0.0000, 0.0007, -0.0001, -0.0011, 0.0015]}

No. 2
{"formula": "C41H39F5Ge2MoSb2Se4", "method": "the ωB97M-V functional and the def2-TZVPD basis", "total_charge": -1, "e_lumo_ev": [0.851, 0.941], "spin_multiplicity": 2, "gap_ha": [0.2092, 0.2065], "energy_ev": -446086.220, "molar_mass_g_mol": 1427.3, "elements": ["Mo", "Se", "Sb", "Se", "Se", "Se", "C", "C", "C", "C", "C", "C", "H", "H", "H", "H", "H", "C", "C", "C", "C", "C", "C", "Sb", "C", "C", "C", "C", "C", "C", "C", "C", "C", "C", "C", "C", "H", "H", "H", "H", "H", "H", "H", "H", "H", "H", "H", "H", "H", "H", "H", "C", "Ge", "C", "C", "Ge", "C", "C", "C", "C", "C", "C", "C", "C", "C", "C", "C", "C", "H", "H", "H", "H", "H", "H", "H", "H", "H", "H", "H", "H", "H", "H", "H", "H", "H", "H", "H", "F", "C", "F", "C", "F", "F", "F"], "positions_angstrom": [[-1.804258, 0.085532, -0.046652], [-6.085794, -2.342745, 0.258860], [-3.820699, -2.989473, -0.178034], [-1.923895, -1.960056, 1.350269], [-2.223784, -1.654142, -1.745549], [-3.566699, -5.346440, -0.504628], [-4.568509, 2.392579, 3.347493], [-3.471303, 3.017968, 2.774537], [-2.765781, 2.390782, 1.748112], [-3.120529, 1.115167, 1.285822], [-4.266129, 0.538842, 1.835056], [-4.973174, 1.157499, 2.857494], [-5.114112, 2.874849, 4.151782], [-3.161324, 4.001636, 3.110706], [-1.947487, 2.931558, 1.304319], [-4.636378, -0.403990, 1.466068], [-5.851208, 0.664422, 3.259733], [-0.419824, -0.458198, -7.200865], [-0.854266, -1.525128, -6.423243], [-0.813266, -1.441498, -5.035966], [-0.336898, -0.290049, -4.414333], [0.099695, 0.777438, -5.196356], [0.051801, 0.692868, -6.587448], [-0.045998, -0.324330, -2.300045], [1.478301, 1.226232, -2.217947], [2.818894, 0.970808, -1.909522], [3.740759, 2.014314, -1.830251], [3.337086, 3.323312, -2.055484], [2.004104, 3.593872, -2.345806], [1.080649, 2.554934, -2.419339], [1.215927, -2.042778, -2.358554], [2.316312, -2.039875, -3.225441], [3.146523, -3.152942, -3.307350], [2.868006, -4.284383, -2.546256], [1.752536, -4.305848, -1.721287], [0.935008, -3.183228, -1.620160], [-0.449531, -0.526997, -8.281600], [-1.220628, -2.431809, -6.891209], [-1.157492, -2.278002, -4.444715], [0.476730, 1.679828, -4.740015], [0.392683, 1.528862, -7.187226], [3.152701, -0.040489, -1.715751], [4.776319, 1.798306, -1.590619], [4.056050, 4.131556, -1.990864], [1.675297, 4.615012, -2.504701], [0.041914, 2.788715, -2.627275], [2.519095, -1.179170, -3.853240], [4.000593, -3.138830, -3.975194], [3.519425, -5.149871, -2.605754], [1.503598, -5.194756, -1.154063], [0.066244, -3.217437, -0.974018], [1.516892, -0.670840, 5.169181], [-0.146163, -1.208989, 4.270005], [-1.711081, -0.518652, 5.240013], [-0.211711, -3.153565, 4.443516], [-0.135842, -0.429606, 1.972497], [1.640030, -1.140901, 1.399577], [1.831638, -2.525962, 1.429682], [3.088537, -3.091969, 1.249036], [4.195728, -2.278668, 1.039283], [4.034969, -0.899130, 1.030260], [2.771481, -0.335024, 1.215862], [0.213457, 1.540567, 2.099280], [0.635568, 2.268553, 0.977120], [1.084982, 3.583107, 1.085933], [1.129838, 4.196948, 2.329613], [0.690851, 3.507409, 3.455456], [0.236009, 2.199500, 3.340431], [1.502636, -1.087088, 6.184470], [1.641674, 0.410144, 5.242251], [2.381192, -1.084292, 4.643784], [-1.447193, -0.350503, 6.290980], [-2.516623, -1.253211, 5.199674], [-2.091099, 0.415679, 4.823775], [-0.376003, -3.376253, 5.503767], [0.734461, -3.608594, 4.143173], [-1.019786, -3.594768, 3.865141], [0.981804, -3.179919, 1.592037], [3.202221, -4.170029, 1.272061], [5.176922, -2.716779, 0.895081], [4.891861, -0.250943, 0.885145], [2.682312, 0.745258, 1.217365], [0.628565, 1.808708, -0.000275], [1.413325, 4.111185, 0.200269], [1.503536, 5.210260, 2.421165], [0.705392, 3.989611, 4.425946], [-0.129957, 1.697634, 4.228456], [-2.271373, 1.385342, -2.805256], [-2.643859, 1.552562, -1.480765], [-2.069925, 2.812227, -1.172512], [-4.180385, 1.821367, -1.564270], [-4.860465, 0.714500, -1.260086], [-4.574041, 2.199776, -2.797690], [-4.557668, 2.790920, -0.723964]], "forces_ev_per_angstrom": [[0.055, -1.004, -0.267], [0.292, 0.216, -0.131], [-0.166, -0.897, 0.115], [-1.352, -1.389, 1.084], [-2.386, -0.647, -0.764], [0.278, 0.200, -0.019], [0.013, 0.018, -0.020], [0.094, -0.121, -0.129], [-0.253, -0.020, 0.173], [0.152, 0.585, -0.206], [-0.011, -0.006, 0.121], [-0.015, -0.012, -0.060], [0.004, -0.035, -0.045], [0.004, -0.037, -0.009], [0.175, 0.062, -0.084], [-0.042, -0.138, 0.001], [0.030, 0.016, 0.001], [-0.027, -0.058, 0.074], [0.015, 0.038, 0.086], [-0.005, 0.115, -0.157], [0.014, 0.045, -0.082], [-0.156, -0.168, -0.145], [-0.005, -0.020, 0.187], [1.968, 1.380, 0.168], [0.372, 0.087, -0.270], [-0.183, 0.218, -0.058], [-0.153, -0.085, -0.002], [-0.064, -0.035, 0.013], [-0.029, -0.142, -0.010], [0.191, -0.112, -0.026], [0.205, 0.034, -0.107], [-0.071, -0.213, 0.124], [-0.142, 0.117, 0.048], [-0.051, 0.033, 0.007], [0.008, 0.077, -0.060], [0.067, -0.081, -0.052], [0.001, 0.007, 0.018], [0.003, 0.057, 0.011], [0.005, -0.088, 0.053], [0.061, 0.043, 0.052], [-0.018, -0.016, 0.032], [-0.007, -0.018, -0.007], [-0.041, 0.003, 0.003], [-0.021, -0.010, -0.011], [0.018, -0.032, -0.011], [-0.028, -0.003, 0.034], [0.007, 0.033, 0.039], [-0.031, -0.004, 0.032], [-0.068, 0.030, -0.020], [0.039, 0.026, 0.014], [-0.049, 0.007, 0.056], [0.104, 0.005, 0.128], [-0.373, -0.016, 0.156], [0.017, 0.113, 0.170], [0.161, -0.134, 0.097], [1.750, 1.485, 0.012], [0.167, 0.013, 0.170], [0.098, 0.037, -0.079], [-0.046, 0.083, 0.001], [-0.074, 0.049, 0.035], [-0.256, 0.011, 0.011], [0.004, -0.194, -0.047], [0.490, 0.231, 0.095], [-0.131, -0.036, 0.364], [-0.089, -0.082, 0.124], [-0.040, -0.043, -0.066], [-0.066, -0.138, -0.083], [-0.146, -0.013, -0.303], [0.003, 0.054, -0.142], [-0.027, -0.042, -0.044], [-0.053, 0.032, -0.007], [-0.055, -0.028, -0.120], [0.024, 0.017, -0.038], [0.012, -0.016, -0.015], [0.012, -0.014, -0.103], [-0.053, 0.010, -0.007], [-0.044, 0.017, -0.039], [-0.050, -0.027, -0.008], [-0.013, 0.034, -0.020], [-0.036, 0.014, 0.003], [-0.005, -0.007, -0.010], [-0.032, -0.035, 0.005], [0.086, -0.083, -0.065], [-0.029, -0.010, 0.011], [-0.036, -0.016, 0.008], [0.002, -0.017, -0.005], [0.051, -0.040, 0.004], [0.102, -0.171, -0.202], [-0.093, 1.305, 0.205], [-0.158, -0.271, -0.104], [0.158, -0.022, 0.030], [-0.068, -0.095, -0.029], [0.073, 0.027, 0.111], [-0.035, -0.044, -0.002]], "lowdin_spin": [1.0293, -0.0197, -0.0001, -0.0050, -0.0387, 0.0155, 0.0223, -0.0039, 0.0184, -0.0202, 0.0202, -0.0032, 0.0015, -0.0009, 0.0009, 0.0026, -0.0008, -0.0006, 0.0001, -0.0010, -0.0023, -0.0009, -0.0001, -0.0094, -0.0078, -0.0013, -0.0003, -0.0003, -0.0001, -0.0008, -0.0002, -0.0006, -0.0001, -0.0002, -0.0001, -0.0009, 0.0000, 0.0000, -0.0006, -0.0001, 0.0000, -0.0001, 0.0000, 0.0000, 0.0000, 0.0000, -0.0001, 0.0000, 0.0000, 0.0000, -0.0008, -0.0001, 0.0022, 0.0015, 0.0010, -0.0062, 0.0009, -0.0007, 0.0003, -0.0011, 0.0001, -0.0011, -0.0067, 0.0064, 0.0011, -0.0010, 0.0000, -0.0021, 0.0001, 0.0000, 0.0000, 0.0002, 0.0001, 0.0001, 0.0002, 0.0000, 0.0000, -0.0001, 0.0001, -0.0001, 0.0000, 0.0000, 0.0058, 0.0000, 0.0000, 0.0000, -0.0002, -0.0003, -0.0009, 0.0042, 0.0024, 0.0035, 0.0006, 0.0000]}